DFT (ωB97M-V/def2-TZVPD) results for C5H10N2 as an isolated structure at a distorted geometry.

Cartesian coordinates (Å):
C  -2.0851  -0.0523  -0.1267
C  -0.9732  -0.2704  -1.0851
N  -0.2217  0.9206  -1.3379
C  0.3344  -0.8160  -0.7818
C  1.2342  -0.7009  0.3905
C  1.9923  0.5701  0.5477
N  0.9673  0.1856  1.5120
H  -2.2172  1.0085  -0.4572
H  -1.7801  -0.1096  0.9243
H  -2.9398  -0.7148  -0.2950
H  -1.2994  -0.6421  -2.0550
H  -0.2101  1.4693  -0.4551
H  0.6242  -1.6722  -1.4124
H  1.7650  -1.6185  0.6581
H  3.0088  0.5572  0.9243
H  1.7711  1.3254  -0.2026
H  0.0955  0.6822  1.3553

Forces on the atoms, in the same order (eV/Å):
-0.3495 0.7224 -0.0449
-0.5179 -0.4634 0.0572
1.7405 -1.3411 -0.2405
0.2124 0.6389 -0.2526
-0.0616 0.0496 -0.0791
0.3697 0.1124 0.0150
-0.2604 0.1448 0.1992
-1.3764 -0.6174 0.9976
-0.0920 0.0936 -0.2328
0.0087 0.3884 0.0762
-0.2707 -0.2781 0.1021
0.2133 -0.5754 -0.4194
0.4240 1.0965 -0.4606
-0.3096 0.1574 -0.1161
-0.0758 -0.0406 0.0781
0.1635 -0.1604 0.2377
0.1818 0.0724 0.0826

Orbital gap: 9.456 eV
Multiplicity: 1
Relative energy (zero: lowest compared OMol25 entry of this formula, charge and spin): 98.38 kcal/mol

***

DFT (ωB97M-V/def2-TZVPD) results for a 2-piece molecular cluster, C4H11NO3 overall at a distorted geometry.

Cartesian coordinates (Å):
C  -2.0072  1.7750  -0.2411
C  -1.4015  0.5019  -0.7858
N  -0.2059  0.0104  -0.2673
C  0.5776  0.8225  0.6145
C  2.0045  0.4973  0.4738
O  2.3435  -0.3461  1.4647
O  -1.8941  0.0023  -1.7584
H  -1.8619  1.9900  0.8634
H  -1.8458  2.6330  -0.8711
H  -3.0719  1.6305  -0.3424
H  0.1180  -0.8463  -0.5704
H  0.5392  1.8984  0.4193
H  0.2836  0.7248  1.6165
H  2.6230  1.4996  0.6554
H  2.4233  0.2655  -0.5043
H  2.6616  -1.2501  1.0333
H  -0.3792  -2.6147  -0.5834
H  -0.2416  -2.5708  0.9817
O  0.1947  -2.7828  0.1443

Forces on the atoms, in the same order (eV/Å):
-0.6310 -0.2458 1.9959
2.0187 0.3426 0.1872
-2.9837 3.4646 0.5150
0.0928 1.0776 -1.7345
2.5694 4.1186 -0.1183
2.4140 -5.6976 0.1997
-0.9474 -1.1506 -1.0039
0.2868 -0.1180 -1.4277
0.7149 0.3061 -0.1132
-0.4423 -0.2394 -0.0302
0.8694 -1.6022 -0.7114
-0.7704 -0.1565 -0.5670
-0.1812 -0.3252 1.6362
-1.1868 -1.5418 -0.0795
-0.7553 -0.5543 -0.3368
-1.0310 2.7892 1.6602
-1.1154 -0.0190 -0.5170
-0.1613 0.0338 -0.5656
1.2398 -0.4818 1.0109

Orbital gap: 10.091 eV
Multiplicity: 1
Relative energy (zero: lowest compared OMol25 entry of this formula, charge and spin): 50.45 kcal/mol

***

Number 1: HOMO energy -8.727 eV, total energy -8323.06685 eV. Number 2: HOMO energy -9.453 eV, total energy -11957.92200 eV.